No. 1
Here is C10H14BCl2F7N4O5S2 as an isolated structure from the Open Molecules 2025 dataset. Energies are from wB97M-V/def2-TZVPD.

The value obtained for the orbital gap is 8.5 eV. The calculation puts the energy at -3425.37801 Ha.

Last column: Mulliken charge in e.
CARTESIAN COORDINATES (ANGSTROEM)
C -2.11427 1.75819 -2.73360  -1.075
S 1.20592 -2.60344 0.43988  1.020
H -2.11043 0.73436 -2.36832  0.356
H -0.04011 3.59205 -4.57380  0.286
H 1.83664 0.97068 1.84558  0.500
B 0.31801 1.58139 -2.64736  0.669
C -0.17225 3.00495 2.26847  -0.544
F -1.00680 3.48599 -0.36660  -0.349
H 2.07068 0.73493 -2.85960  0.279
N 1.02317 -4.14602 0.57251  -0.390
F 3.27820 -3.26988 -1.05601  -0.215
C -1.59275 0.94334 2.85675  -1.030
Cl -2.24827 3.39572 3.91606  -0.149
F 1.42590 -3.14686 -2.13658  -0.223
F -0.23507 -7.20370 2.36869  -0.208
O -1.17075 -4.40813 1.84894  -0.640
H -1.68693 3.84180 -4.10056  0.328
C 2.13198 -2.61254 -1.15174  0.641
H -1.97437 0.76057 3.85377  0.410
F 2.43201 -1.32633 -1.51567  -0.352
O 1.26662 0.91498 -3.35536  -0.425
O 0.92736 -4.54541 3.09207  -0.637
H -0.60642 0.49563 2.77167  0.222
S 0.23298 -4.69691 1.84829  1.059
C 0.52489 1.73377 -1.07602  0.349
H -2.88580 1.80050 -3.50234  0.339
C 1.29577 1.35822 1.00227  -0.335
H 2.04197 0.30760 -0.56693  0.167
C -0.72384 3.50039 -3.73127  -0.948
O 2.11888 -1.97606 1.36628  -0.691
C -1.57646 2.44891 2.56550  0.339
O 0.01780 -1.83481 0.15332  -0.616
Cl 0.91050 2.78259 3.62934  -0.097
F -0.21804 -6.74322 0.25573  -0.231
H -2.42121 2.45644 -1.95126  0.310
H -2.21790 2.64985 1.71345  0.251
H -2.23953 0.41431 2.16342  0.295
H -0.37269 4.15476 -2.92832  0.286
H -0.28076 4.05609 2.02530  0.457
F 1.64145 -6.86324 1.34935  -0.230
N 1.39615 1.02762 -0.26532  0.385
N -0.82884 2.08445 -3.36049  -0.115
C -0.09711 2.55874 -0.17975  -0.254
C 0.36503 -6.48090 1.42768  0.659
N 0.35870 2.30863 1.09261  0.148

No. 2
Here is one molecule with the formula C3H4N2 from the Open Molecules 2025 dataset. Energies are from wB97M-V/def2-TZVPD.

The value obtained for the orbital gap (spin up / spin down) is 8.7 / 8.7 eV. As for the energy relative to the best compared isomer or geometry (same formula, charge and spin): 5.0401 eV. Its SMILES is CC1=CN=N1. The calculation puts the energy at -226.03996 Ha.

Last column: Mulliken charge in e.
CARTESIAN COORDINATES (ANGSTROEM)
H -1.74956 -0.73797 0.11579  0.330
H 1.27550 1.43878 -1.07965  0.344
H -1.35389 1.01093 0.01442  0.323
C -1.24098 0.11235 0.45185  -1.081
C 0.21463 -0.24964 0.16825  0.304
H -1.45064 0.07211 1.47351  0.330
C 1.10667 0.49407 -0.53363  -0.150
N 1.23014 -1.42378 0.04326  -0.252
N 1.96813 -0.71685 -0.65382  -0.147

No. 3
Here is C26H26AsN5OPdS as an isolated structure from the Open Molecules 2025 dataset. Energies are from wB97M-V/def2-TZVPD.

The value obtained for the orbital gap (spin up / spin down) is 8.6 / 3.4 eV. As for the charge: +2. As for the expectation value of S²: 6.07. The spin multiplicity is 5. As for the energy relative to the best compared isomer or geometry (same formula, charge and spin): 0.3871 eV. The calculation puts the energy at -4116.52534 Ha.

Last column: Mulliken spin population.
CARTESIAN COORDINATES (ANGSTROEM)
H -3.76626 4.27812 1.53630  0.019
H 3.50570 -0.28195 -2.01118  0.003
S -1.10849 -2.56221 1.07073  0.858
H 0.17205 -6.57535 -1.22919  0.001
N -3.57017 1.84010 -0.53575  0.608
C 0.12949 -0.62090 -2.10167  0.031
As 1.77115 -1.18924 0.26460  0.220
H 6.53499 -1.83200 1.59289  0.000
H 5.95248 -0.25833 -2.35120  0.000
C 5.54146 -0.60719 -1.41210  0.000
H -1.78216 3.34708 2.99661  0.018
H -4.74489 2.93965 -1.83435  0.009
N -0.13520 -0.16493 3.62553  0.176
H 4.09035 -1.85480 1.95125  -0.004
C 4.16647 -0.61963 -1.22406  0.006
C -1.73481 -1.31481 6.65680  -0.035
C -0.57104 -0.71658 4.60477  0.008
C 2.13223 -3.80138 -0.93274  -0.004
O -1.83619 0.77411 0.48094  -0.057
H -3.29358 -0.18581 -0.95373  0.015
C 1.16775 1.28064 -1.03421  0.062
H -4.99103 0.35158 -0.77662  0.041
C -3.54021 4.27842 -0.61193  0.007
N -2.42611 -1.35337 7.58030  0.080
C 3.65962 -1.07824 -0.01327  0.049
H -4.08501 0.78422 -2.23789  0.029
C 1.73344 -5.09777 -1.28994  0.157
N -0.95760 -1.29313 5.59770  0.145
C -2.97081 4.22194 0.78295  -0.005
H -2.73786 4.32695 -1.35139  0.004
C 0.54347 2.13107 -1.93559  -0.015
C 5.87038 -1.49667 0.80732  -0.002
H -4.16502 5.16264 -0.72649  -0.003
C -0.49727 0.23422 -3.00061  -0.014
C 1.27781 -2.98596 -0.23300  0.072
C -2.46683 1.79983 0.34430  -0.042
C 4.49869 -1.51261 1.00902  0.010
H -0.02108 -1.69050 -2.18227  -0.001
H 7.45974 -1.02480 -0.55192  0.000
H 3.11828 -3.44611 -1.20147  0.014
H -0.83266 2.04015 2.28093  -0.012
H 0.73290 3.19741 -1.89294  0.000
H -1.12337 -0.17533 -3.78493  0.001
H -1.37482 -5.13263 0.05269  -0.009
H -2.28144 5.04062 0.97752  0.006
C -4.36608 3.03247 -0.81832  0.004
C 0.96628 -0.09914 -1.12135  -0.011
N -2.23007 2.96938 1.00587  0.319
H -5.23392 3.01446 -0.14349  0.037
C 0.47226 -5.57408 -0.94895  -0.043
H -0.48854 3.73257 1.84687  0.018
H 2.42048 -5.73401 -1.83332  0.004
Pd -0.10204 -0.39247 1.62152  1.086
H 1.83712 1.68326 -0.28331  0.001
C -3.99824 0.60681 -1.16421  -0.027
C -0.29275 1.60688 -2.91753  0.029
H -0.75191 2.26583 -3.64557  0.001
C 6.38776 -1.04319 -0.40033  0.007
C -1.26755 3.00958 2.09484  0.000
C -0.39524 -4.77078 -0.23671  0.136
C -0.00215 -3.46408 0.14132  -0.006

Calculated values (hartree/bohr) of max |F| for the records, taken in order: 0.0204, 0.1019, 0.0175.